No. 1
This record from OMol25 describes C37H63N2O3P2RuSSi2Te as an isolated structure. The level of theory is ωB97M-V with the def2-TZVPD basis set.

Geometry (Å):
1 Ru 0.951 0.253 -0.425
2 C 4.547 -0.290 -0.052
3 P 3.178 0.908 0.028
4 C 3.496 1.622 1.685
5 C 3.603 2.197 -1.197
6 C 4.906 2.354 -1.664
7 C 5.196 3.262 -2.671
8 C 4.173 4.004 -3.241
9 C 2.872 3.863 -2.780
10 C 2.575 2.984 -1.745
11 P 0.899 2.799 -1.026
12 C 1.095 3.855 0.478
13 C -0.136 3.905 -2.060
14 H 5.476 0.205 0.226
15 H 4.642 -0.725 -1.047
16 H 4.342 -1.070 0.685
17 H 4.334 2.318 1.637
18 H 3.740 0.783 2.341
19 H 2.608 2.115 2.072
20 H 5.708 1.760 -1.247
21 H 6.214 3.374 -3.019
22 H 4.390 4.696 -4.043
23 H 2.093 4.454 -3.241
24 H 0.710 4.854 0.279
25 H 2.148 3.919 0.742
26 H 0.551 3.424 1.317
27 H 0.223 4.931 -1.993
28 H -1.155 3.856 -1.676
29 H -0.143 3.579 -3.101
30 C 1.853 -5.674 3.810
31 C 2.592 -4.457 3.381
32 C 3.919 -4.193 3.558
33 C 4.464 -2.968 3.126
34 N 3.659 -2.010 2.553
35 C 2.399 -2.249 2.416
36 S 1.288 -1.032 1.882
37 N 1.832 -3.470 2.737
38 C 5.907 -2.620 3.310
39 H 2.510 -6.366 4.329
40 H 1.416 -6.189 2.947
41 H 1.031 -5.403 4.480
42 H 4.554 -4.921 4.043
43 H 0.835 -3.578 2.645
44 H 6.401 -3.353 3.944
45 H 6.001 -1.632 3.767
46 H 6.431 -2.583 2.348
47 C -4.944 2.524 5.478
48 C -4.062 2.250 4.291
49 C -3.684 0.951 3.970
50 C -2.863 0.672 2.888
51 C -2.526 -0.756 2.564
52 C -2.387 1.740 2.110
53 C -2.791 3.043 2.383
54 C -2.376 4.211 1.525
55 C -3.619 3.279 3.476
56 C -1.434 1.464 0.976
57 O -1.843 1.563 -0.206
58 O -0.227 1.157 1.250
59 H -4.937 1.684 6.170
60 H -5.973 2.692 5.155
61 H -4.615 3.416 6.010
62 H -4.038 0.130 4.585
63 H -3.064 -1.438 3.220
64 H -1.457 -0.925 2.689
65 H -2.788 -1.000 1.532
66 H -1.642 3.926 0.772
67 H -1.960 5.011 2.139
68 H -3.253 4.612 1.014
69 H -3.921 4.300 3.689
70 C -4.627 0.815 -4.345
71 Si -3.807 1.225 -2.694
72 C -4.733 0.313 -1.327
73 C -3.854 3.082 -2.361
74 C -1.948 0.731 -2.912
75 Te -1.334 -0.618 -1.385
76 C -0.988 -2.283 -2.728
77 Si -1.606 -3.862 -1.867
78 C -0.994 -3.887 -0.063
79 C -0.962 -5.374 -2.788
80 C -3.486 -3.790 -1.912
81 H -5.670 1.138 -4.333
82 H -4.618 -0.257 -4.553
83 H -4.135 1.326 -5.175
84 H -5.677 0.823 -1.123
85 H -4.163 0.295 -0.397
86 H -4.974 -0.713 -1.612
87 H -4.884 3.445 -2.351
88 H -3.312 3.642 -3.126
89 H -3.412 3.294 -1.387
90 H -1.331 1.618 -2.786
91 H -1.745 0.272 -3.877
92 H 0.061 -2.368 -3.014
93 H -1.564 -2.093 -3.635
94 H -0.494 -2.952 0.209
95 H -0.288 -4.704 0.102
96 H -1.826 -4.029 0.629
97 H 0.124 -5.473 -2.728
98 H -1.232 -5.332 -3.844
99 H -1.401 -6.284 -2.374
100 H -3.850 -2.893 -1.406
101 H -3.930 -4.658 -1.422
102 H -3.850 -3.765 -2.941
103 C 2.319 -2.678 -1.148
104 O 2.377 -1.712 -2.207
105 C 1.759 -0.577 -2.087
106 C 1.793 0.145 -3.388
107 H 3.286 -3.175 -1.105
108 H 1.550 -3.413 -1.385
109 H 2.094 -2.205 -0.193
110 H 1.237 -0.435 -4.130
111 H 2.822 0.235 -3.745
112 H 1.352 1.133 -3.306

Computed properties:
Charge: +1
Frontier orbital gap (alpha / beta) (eV): 4.54 / 5.57
Molar mass (g mol⁻¹): 962.8
2S+1: 5
HOMO (alpha / beta) (eV): -7.35 / -10.51
Relative energy (zero: lowest compared OMol25 entry of this formula, charge and spin) (eV): 1.078

---

No. 2
This record from OMol25 describes a 2-piece molecular cluster, C2H2N2O overall. The level of theory is ωB97M-V with the def2-TZVPD basis set.

Geometry (Å):
1 N 0.994 -0.717 -0.001
2 C 1.688 0.229 -0.344
3 O 2.233 1.196 -0.698
4 H 1.383 -1.580 0.347
5 C -2.085 0.268 0.229
6 N -3.049 0.895 0.330
7 H -1.166 -0.291 0.136

Computed properties:
Charge: 0
Frontier orbital gap (eV): 12.20
SMILES: N=C=O.C#N
Molar mass (g mol⁻¹): 70.1
2S+1: 1
HOMO (eV): -11.84
Relative energy (zero: lowest compared OMol25 entry of this formula, charge and spin) (eV): 0.518

---

No. 3
This record from OMol25 describes a 2-piece molecular cluster, C6H6ClN overall. The level of theory is ωB97M-V with the def2-TZVPD basis set.

Geometry (Å):
1 C 2.563 -0.551 0.109
2 C 1.546 -0.475 -1.012
3 C 0.313 -0.054 -0.926
4 C -0.432 0.378 0.318
5 C -0.429 -0.551 1.286
6 C -1.148 -0.394 2.448
7 H 3.527 -1.698 0.068
8 H 3.321 0.316 0.081
9 H 1.923 -0.650 1.176
10 H 2.238 -0.341 -1.829
11 H -0.827 1.376 0.238
12 H 0.063 -1.568 1.007
13 N -1.943 -0.061 3.216
14 Cl -0.655 0.757 -2.153

Computed properties:
Charge: 0
Frontier orbital gap (eV): 9.31
Molar mass (g mol⁻¹): 127.6
2S+1: 1
HOMO (eV): -9.63
Relative energy (zero: lowest compared OMol25 entry of this formula, charge and spin) (eV): 4.788

---

No. 4
This record from OMol25 describes C4H6NO3PS as an isolated structure. The level of theory is ωB97M-V with the def2-TZVPD basis set.

Geometry (Å):
1 C 2.122 0.701 1.147
2 C 3.203 0.473 0.458
3 C 0.543 -0.239 -0.204
4 C -0.852 -0.655 -0.547
5 N 0.797 0.400 0.872
6 O -3.189 1.516 0.219
7 O -3.458 -0.122 -1.661
8 O -3.588 -1.071 0.710
9 P -3.239 0.098 -0.223
10 S 3.445 -0.423 -0.931
11 H 2.310 1.352 1.983
12 H 4.160 0.668 0.974
13 H 1.249 -0.457 -0.920
14 H -1.539 -0.002 0.114
15 H -0.924 -1.637 -0.325
16 H -1.039 -0.601 -1.667

Computed properties:
Charge: -2
Frontier orbital gap (eV): 6.14
Molar mass (g mol⁻¹): 179.1
2S+1: 1
HOMO (eV): -0.53
Relative energy (zero: lowest compared OMol25 entry of this formula, charge and spin) (eV): 0.889

---

- Look up the relative energy (zero: lowest compared OMol25 entry of this formula, charge and spin) of the second one.
  0.518 eV